No. 1
# C42H52FLiN2O5PSi

A molecular structure, C42H52FLiN2O5PSi (ωB97M-V/def2-TZVPD, the OMol25 dataset).

Its max |F| is 0.8 eV/Å. The total energy is -2855.8784 Eh. The value obtained for the frontier orbital gap is 5.9 eV. The energy above the lowest of the compared OMol25 structures with the same formula, charge and spin comes out at 0.0 kJ/mol. The value obtained for the LUMO energy is 2.3 eV. The calculation puts the HOMO energy at -3.6 eV.

ORCA input file:
```
! RIJCOSX wB97M-V def2-TZVPD def2/J DEFGRID3
* xyz -1 1
Li 0.171 0.130 0.284
F -4.420 -2.721 -2.723
C -3.260 -2.967 -2.097
C -3.203 -2.971 -0.765
N -2.047 -3.244 -0.083
C -1.979 -3.103 1.364
C -1.730 -1.648 1.822
O -2.148 -1.364 2.957
O -1.168 -0.872 0.986
C -0.858 -3.506 -0.751
O 0.161 -3.810 -0.169
N -0.951 -3.431 -2.129
C -2.083 -3.209 -2.912
O -2.045 -3.220 -4.124
H -4.082 -2.754 -0.172
H -1.145 -3.710 1.705
H -2.901 -3.453 1.820
H -0.076 -3.557 -2.626
C 5.862 1.551 -0.197
C 5.817 0.375 -0.936
C 4.619 -0.059 -1.499
C 3.424 0.652 -1.336
C 3.500 1.838 -0.580
C 4.694 2.289 -0.029
Si 1.663 0.061 -1.859
C 1.121 1.422 -3.114
C -0.195 1.376 -3.604
C -0.705 2.352 -4.452
C 0.088 3.434 -4.821
C 1.391 3.511 -4.348
C 1.898 2.516 -3.515
C 2.011 -1.440 -3.012
C 2.620 -2.588 -2.476
C 2.800 -3.744 -3.224
C 2.337 -3.808 -4.534
C 1.712 -2.697 -5.086
C 1.568 -1.529 -4.339
H 6.793 1.888 0.246
H 6.723 -0.206 -1.077
H 4.621 -0.967 -2.093
H 2.585 2.405 -0.411
H 4.719 3.215 0.539
H -0.838 0.551 -3.304
H -1.723 2.275 -4.818
H -0.309 4.209 -5.468
H 2.020 4.348 -4.633
H 2.927 2.590 -3.179
H 2.923 -2.584 -1.433
H 3.277 -4.611 -2.778
H 2.455 -4.715 -5.115
H 1.326 -2.739 -6.098
H 1.098 -0.667 -4.800
O 0.515 1.860 0.944
P 0.403 1.925 2.450
C -1.338 1.835 2.990
C -1.660 2.357 4.412
C -2.253 3.765 4.383
C -3.594 3.777 3.626
C -3.617 2.740 2.484
C -2.217 2.517 1.919
C 1.079 3.572 2.914
C 2.274 3.887 1.977
C 3.125 5.050 2.516
C 2.244 6.068 3.241
C 1.609 5.441 4.498
C 1.442 3.916 4.359
C 1.179 0.409 3.136
C 0.965 0.048 4.610
C 1.986 0.689 5.552
C 3.421 0.430 5.083
C 3.626 0.903 3.643
C 2.642 0.218 2.695
H -1.547 0.763 2.964
H -0.776 2.338 5.051
H -2.383 1.679 4.875
H -1.546 4.445 3.896
H -2.393 4.134 5.401
H -3.771 4.778 3.225
H -4.410 3.569 4.324
H -4.297 3.063 1.695
H -3.993 1.783 2.858
H -1.791 3.480 1.609
H -2.249 1.894 1.028
H 0.237 4.212 2.619
H 1.893 4.130 0.985
H 2.900 3.002 1.844
H 3.654 5.526 1.689
H 3.890 4.678 3.208
H 1.461 6.401 2.551
H 2.821 6.955 3.514
H 0.633 5.899 4.683
H 2.226 5.651 5.375
H 0.691 3.569 5.069
H 2.381 3.425 4.621
H 0.557 -0.288 2.560
H 1.057 -1.040 4.687
H -0.056 0.284 4.918
H 1.846 0.288 6.558
H 1.814 1.768 5.614
H 3.623 -0.647 5.134
H 4.132 0.925 5.750
H 4.649 0.705 3.316
H 3.485 1.989 3.598
H 2.854 -0.857 2.692
H 2.783 0.566 1.668
*
```



No. 2
# C42H52FeN2O6Si2Te

A molecular structure, C42H52FeN2O6Si2Te in a non-equilibrium geometry (ωB97M-V/def2-TZVPD, the OMol25 dataset).

Its max |F| is 1.8 eV/Å. The total energy is -4303.4696 Eh. The value obtained for the frontier orbital gap (alpha / beta) is 4.9 / 4.9 eV. The energy above the lowest of the compared OMol25 structures with the same formula, charge and spin comes out at 148.1 kJ/mol. The value obtained for the LUMO energy (alpha / beta) is 4.0 / 4.0 eV. The calculation puts the HOMO energy (alpha / beta) at -0.9 / -0.9 eV.

ORCA input file:
```
! RIJCOSX wB97M-V def2-TZVPD def2/J DEFGRID3
* xyz -2 5
Fe 0.559 -0.869 0.344
C 0.543 -7.857 2.084
O -0.651 -7.616 1.395
C -0.874 -6.335 0.905
C -2.072 -6.178 0.196
C -2.399 -4.946 -0.315
C -1.554 -3.834 -0.206
C -1.864 -2.550 -0.776
C -3.290 -2.178 -1.137
O -0.996 -1.679 -0.980
C -0.307 -3.984 0.509
O 0.540 -3.056 0.680
C -0.036 -5.266 1.075
H 0.540 -8.921 2.342
H 0.606 -7.266 3.005
H 1.421 -7.642 1.464
H -2.715 -7.034 0.064
H -3.340 -4.855 -0.840
H -3.848 -3.010 -1.552
H -3.250 -1.360 -1.851
H -3.802 -1.819 -0.246
H 0.879 -5.331 1.641
C -0.952 -3.299 3.977
Si -0.834 -1.385 4.147
C -0.863 -1.122 6.073
C -2.552 -0.755 3.589
C 0.548 -0.493 3.248
C 1.716 -1.184 2.856
C 2.199 -2.342 3.533
C 3.438 -2.844 3.259
C 4.234 -2.228 2.288
C 3.666 -1.197 1.574
N 2.458 -0.694 1.810
Si 0.599 1.387 3.269
C 2.042 2.308 2.401
C 0.873 1.891 5.130
C -0.945 2.442 2.828
H -1.940 -3.666 4.241
H -0.241 -3.829 4.603
H -0.765 -3.589 2.951
H -1.511 -1.841 6.569
H -1.238 -0.133 6.316
H 0.125 -1.212 6.517
H -3.342 -1.483 3.769
H -2.513 -0.547 2.528
H -2.825 0.160 4.105
H 1.593 -2.786 4.302
H 3.822 -3.698 3.806
H 5.247 -2.546 2.090
H 4.226 -0.739 0.767
H 2.991 1.797 2.520
H 2.157 3.314 2.799
H 1.855 2.399 1.338
H 1.707 1.361 5.581
H -0.006 1.670 5.726
H 1.070 2.956 5.231
H -0.837 2.906 1.854
H -1.126 3.229 3.558
H -1.824 1.818 2.779
O 2.851 1.163 -0.491
H 1.937 1.333 -0.752
H 2.766 0.640 0.318
C -0.071 7.530 -4.597
C -0.181 6.032 -4.526
C 0.042 5.278 -5.671
C 0.019 3.894 -5.622
C -0.275 3.256 -4.437
C -0.567 3.996 -3.289
N -0.861 3.287 -2.130
C -2.054 3.239 -1.467
C -3.102 4.126 -1.743
C -4.300 4.039 -1.064
C -4.498 3.052 -0.109
C -3.477 2.159 0.157
C -2.256 2.233 -0.497
C -1.209 1.218 -0.151
O -1.467 0.360 0.713
O -0.078 1.266 -0.727
C -0.484 5.396 -3.320
C -0.650 6.197 -2.062
H 0.103 7.845 -5.625
H 0.762 7.883 -3.988
H -0.979 8.011 -4.232
H 0.264 5.780 -6.604
H 0.222 3.317 -6.514
H -0.299 2.177 -4.378
H -0.305 2.438 -1.935
H -2.976 4.866 -2.520
H -5.089 4.747 -1.292
H -5.440 2.966 0.415
H -3.609 1.370 0.883
H -0.773 5.541 -1.206
H -1.518 6.855 -2.115
H 0.229 6.821 -1.901
Te 1.137 -0.796 -2.567
C 2.552 -1.464 -4.015
C 2.893 -0.689 -5.124
C 3.787 -1.127 -6.079
C 4.375 -2.379 -5.969
C 4.057 -3.167 -4.873
C 3.168 -2.712 -3.920
H 2.444 0.290 -5.227
H 4.046 -0.489 -6.919
H 5.068 -2.734 -6.726
H 4.520 -4.143 -4.765
H 2.934 -3.339 -3.071
*
```



Which value of max |F| does entry 2 give?
1.8 eV/Å